53
Properties=species:S:1:pos:R:3:forces:R:3 method="wB97M-V/def2-TZVPD" s2=2.0042 spin_multiplicity=3 e_homo_ha="-0.3519 / -0.3816" gap_ev="6.899 / 7.663" total_charge=+1 energy_ha=-4888.291648 relative_energy_kj_mol=26.8
Ti -0.588 0.909 1.065 -0.0885 0.2124 0.1938
C 1.598 -0.812 -0.775 -0.0647 -0.0750 0.0154
N 0.659 0.284 -0.593 0.2158 -0.0730 -0.0675
C 0.591 1.174 -1.532 -0.1037 0.2857 -0.0895
C -0.363 2.224 -1.469 0.0601 0.0067 0.0189
C -0.501 3.365 -2.259 0.0433 -0.0569 -0.0488
C -1.528 4.116 -1.686 -0.0564 -0.0044 0.0306
C -1.967 3.392 -0.578 -0.0730 0.0593 0.0046
N -1.278 2.246 -0.430 0.0785 -0.0397 0.0311
C 1.036 -1.961 -1.591 0.0254 -0.0353 0.0274
C -0.251 -1.955 -2.111 0.0128 0.0572 -0.0334
C -0.723 -3.046 -2.834 -0.0056 0.0012 -0.0042
C 0.087 -4.148 -3.046 -0.0112 0.0032 -0.0025
C 1.380 -4.156 -2.536 0.0022 -0.0105 -0.0048
C 1.848 -3.071 -1.815 -0.0138 -0.0201 0.0298
H 1.863 -1.199 0.213 0.0471 0.0191 -0.0292
H 2.529 -0.458 -1.233 -0.0385 0.0276 -0.0149
H 1.273 1.155 -2.385 -0.0067 -0.1187 0.0159
H 0.078 3.603 -3.137 -0.0046 0.0160 -0.0104
H -1.920 5.058 -2.032 -0.0099 0.0067 -0.0014
H -2.766 3.655 0.102 0.0062 -0.0030 0.0022
H -0.889 -1.091 -1.972 -0.0092 -0.0111 0.0034
H -1.726 -3.023 -3.242 -0.0067 -0.0028 -0.0041
H -0.280 -4.992 -3.614 0.0043 -0.0079 -0.0035
H 2.025 -5.008 -2.705 -0.0001 -0.0068 -0.0027
H 2.859 -3.085 -1.422 0.0014 0.0060 0.0072
O -1.897 1.765 2.667 0.0367 0.0274 0.0296
C -3.250 1.297 2.686 -0.0426 0.0560 -0.0100
C -3.279 -0.113 2.164 -0.0328 0.0996 -0.0101
C -4.397 -0.908 2.346 0.0117 -0.0241 0.0362
C -4.419 -2.173 1.784 0.0648 0.0351 -0.0162
C -3.314 -2.604 1.064 -0.0441 -0.0146 0.0371
C -2.235 -1.753 0.937 0.0535 -0.0561 -0.0117
N -2.211 -0.522 1.472 -0.0426 -0.1856 -0.1033
H -1.873 2.701 2.896 -0.0148 0.0016 -0.0100
H -3.867 1.931 2.042 -0.0037 -0.0178 0.0144
H -3.644 1.340 3.703 -0.0032 -0.0238 -0.0139
H -5.237 -0.536 2.918 -0.0042 -0.0001 -0.0003
H -5.282 -2.813 1.906 -0.0118 -0.0021 0.0046
H -3.286 -3.582 0.606 0.0202 -0.0034 -0.0063
H -1.355 -2.051 0.379 -0.0054 0.0112 0.0015
Br 1.389 3.180 1.549 -0.0617 -0.1239 -0.0699
C 2.874 2.026 1.315 0.1371 -0.0156 0.0112
C 3.904 2.471 0.500 -0.0195 -0.0527 0.0414
C 5.017 1.668 0.307 0.0158 0.0650 -0.0424
C 5.106 0.432 0.925 -0.0009 -0.0768 0.0457
C 4.075 -0.018 1.737 0.0068 0.1215 -0.0637
C 2.955 0.782 1.927 0.0623 0.0126 -0.0185
I 1.406 0.018 3.099 -0.1090 -0.0572 0.0757
H 3.832 3.440 0.025 -0.0025 0.0059 -0.0011
H 5.821 2.016 -0.327 -0.0057 0.0112 -0.0036
H 5.981 -0.187 0.778 -0.0059 -0.0175 0.0120
H 4.138 -0.985 2.216 -0.0028 -0.0116 0.0079